No. 1
{"formula": "C25H55N13O10S", "method": "wB97M-V/def2-TZVPD", "mol_weight_g_mol": 729.86, "smiles": "CCC[C@@H](C)[C@@H]1COS(=O)(=O)[C@H](CCCNCc2ccccc2O)C1.NC(N)=O.NC(N)=O.NC(N)=O.NC(N)=O.NC(N)=O.NC(N)=O", "gap_ev": 9.2, "energy_ev": -77504.785, "elements": ["C", "C", "C", "C", "C", "C", "C", "O", "S", "O", "O", "C", "C", "C", "C", "N", "C", "C", "C", "C", "C", "C", "C", "O", "C", "H", "H", "H", "H", "H", "H", "H", "H", "H", "H", "H", "H", "H", "H", "H", "H", "H", "H", "H", "H", "H", "H", "H", "H", "H", "H", "H", "H", "H", "H", "H", "N", "C", "N", "O", "H", "H", "H", "H", "N", "C", "N", "O", "H", "H", "H", "H", "N", "C", "N", "O", "H", "H", "H", "H", "N", "C", "N", "O", "H", "H", "H", "H", "N", "C", "N", "O", "H", "H", "H", "H", "N", "C", "N", "O", "H", "H", "H", "H"], "positions_angstrom": [[2.64, -3.13, 0.19], [2.14, -1.71, 0.44], [3.20, -0.64, 0.12], [2.71, 0.55, -0.71], [2.32, 0.03, -2.11], [1.50, 1.28, -0.11], [1.32, 2.68, -0.72], [1.11, 3.72, 0.27], [-0.15, 3.50, 1.20], [-1.36, 3.57, 0.42], [-0.06, 4.42, 2.29], [0.06, 1.83, 1.81], [-0.26, 1.72, 3.30], [-0.63, 0.25, 3.59], [-2.11, 0.05, 3.29], [-2.50, -1.33, 2.94], [-2.27, -1.63, 1.51], [-3.54, -1.77, 0.69], [-3.65, -2.79, -0.26], [-4.81, -2.95, -1.00], [-5.88, -2.09, -0.78], [-5.80, -1.05, 0.15], [-4.62, -0.91, 0.85], [-4.48, 0.09, 1.79], [1.46, 1.35, 1.41], [2.04, -3.83, 0.77], [3.65, -3.23, 0.57], [2.59, -3.36, -0.86], [1.91, -1.65, 1.50], [1.20, -1.54, -0.08], [3.99, -1.12, -0.45], [3.68, -0.28, 1.03], [3.54, 1.24, -0.85], [1.82, -0.93, -2.07], [1.60, 0.72, -2.55], [3.17, 0.02, -2.79], [0.62, 0.71, -0.42], [2.24, 2.95, -1.21], [0.51, 2.72, -1.45], [-0.64, 1.20, 1.27], [-1.13, 2.33, 3.49], [0.58, 2.04, 3.91], [-0.34, -0.06, 4.59], [-0.09, -0.40, 2.90], [-2.31, 0.67, 2.43], [-2.73, 0.43, 4.10], [-1.90, -1.93, 3.49], [-1.80, -2.61, 1.46], [-1.58, -0.92, 1.06], [-2.80, -3.45, -0.39], [-4.88, -3.74, -1.73], [-6.80, -2.24, -1.32], [-6.65, -0.41, 0.30], [-3.84, 0.70, 1.41], [2.15, 2.10, 1.79], [1.66, 0.41, 1.89], [7.32, 0.96, -3.67], [6.02, 0.73, -3.98], [5.64, 1.15, -5.22], [5.23, 0.19, -3.21], [7.97, 1.41, -4.29], [7.63, 0.67, -2.76], [4.68, 1.00, -5.50], [6.27, 1.59, -5.87], [6.04, 4.45, -6.74], [7.29, 4.22, -7.25], [7.74, 5.13, -8.16], [7.96, 3.26, -6.90], [5.46, 5.22, -7.01], [5.70, 3.80, -6.06], [8.65, 4.98, -8.54], [7.20, 5.92, -8.46], [-5.39, -0.75, 4.29], [-5.90, -1.27, 5.43], [-7.18, -0.88, 5.73], [-5.27, -2.04, 6.14], [-5.87, -0.13, 3.66], [-4.45, -1.03, 4.04], [-7.59, -1.25, 6.57], [-7.72, -0.25, 5.17], [-3.32, -3.13, 6.61], [-2.12, -3.57, 6.16], [-1.46, -4.46, 6.97], [-1.64, -3.19, 5.10], [-3.73, -3.43, 7.48], [-3.83, -2.46, 6.05], [-0.57, -4.79, 6.66], [-1.83, -4.78, 7.85], [-5.07, 2.44, -0.31], [-4.75, 3.15, -1.44], [-3.71, 4.02, -1.31], [-5.36, 3.00, -2.49], [-4.59, 2.57, 0.56], [-5.83, 1.79, -0.35], [-3.45, 4.55, -2.12], [-3.18, 4.14, -0.47], [1.92, -3.93, -4.66], [2.38, -2.64, -4.49], [3.61, -2.54, -3.90], [1.73, -1.67, -4.84], [2.44, -4.74, -4.39], [1.03, -4.04, -5.09], [3.97, -1.61, -3.74], [4.15, -3.33, -3.61]]}

No. 2
{"formula": "C25H55N2O20P4", "method": "wB97M-V/def2-TZVPD", "mol_weight_g_mol": 827.61, "charge": 1, "gap_ev": 5.6, "energy_ev": -107870.539, "elements": ["N", "C", "C", "C", "C", "N", "C", "C", "C", "C", "O", "O", "C", "C", "C", "O", "C", "O", "C", "H", "H", "H", "H", "H", "H", "H", "H", "H", "H", "H", "H", "H", "H", "H", "H", "H", "H", "H", "C", "O", "P", "O", "O", "C", "O", "C", "H", "H", "H", "H", "H", "H", "H", "H", "H", "C", "O", "P", "O", "O", "C", "O", "C", "H", "H", "H", "H", "H", "H", "H", "H", "H", "C", "O", "P", "O", "O", "C", "O", "C", "H", "H", "H", "H", "H", "H", "H", "H", "H", "C", "O", "P", "O", "O", "C", "O", "C", "H", "H", "H", "H", "H", "H", "H", "H", "H"], "positions_angstrom": [[0.77, -3.07, 0.89], [1.60, -2.28, 1.88], [3.11, -1.89, 1.38], [3.28, -1.65, -0.23], [3.30, -0.05, -0.68], [2.31, 0.81, 0.07], [2.81, 2.01, 0.89], [1.73, 2.92, 1.74], [0.11, 2.51, 1.69], [-0.98, 3.36, 2.57], [-1.36, 4.56, 2.08], [-1.58, 2.94, 3.85], [-0.35, 1.24, 0.75], [-1.89, 0.68, 0.57], [-3.01, 1.85, 0.29], [-4.19, 1.42, -0.47], [-4.64, 0.06, -0.06], [-4.81, -0.82, -1.08], [0.84, 0.42, -0.04], [0.18, -2.42, 0.30], [1.38, -3.68, 0.30], [1.72, -2.97, 2.84], [0.96, -1.33, 2.24], [3.39, -0.86, 1.91], [3.83, -2.74, 1.78], [4.36, -2.07, -0.52], [2.52, -2.24, -0.91], [2.96, -0.04, -1.82], [4.42, 0.37, -0.64], [3.99, 2.22, 0.86], [2.10, 3.83, 2.38], [-1.26, 2.01, 4.06], [-2.19, -0.05, 1.45], [-1.87, 0.00, -0.41], [-2.56, 2.81, -0.26], [-3.40, 2.24, 1.34], [-4.80, -0.28, 1.06], [0.55, -0.52, -0.71], [-2.86, 6.45, -2.38], [-4.28, 6.39, -2.36], [-4.97, 5.86, -3.85], [-6.34, 6.30, -3.34], [-4.69, 4.29, -3.42], [-5.10, 3.83, -2.15], [-5.66, 5.32, -5.35], [-6.83, 4.52, -5.32], [-2.51, 6.68, -1.37], [-2.44, 5.49, -2.69], [-2.54, 7.24, -3.06], [-5.89, 4.44, -1.72], [-4.24, 3.81, -1.48], [-5.48, 2.81, -2.26], [-7.68, 5.08, -4.93], [-6.67, 3.61, -4.74], [-7.07, 4.24, -6.35], [-7.43, 6.14, 2.23], [-6.24, 6.66, 2.78], [-6.04, 6.30, 4.46], [-4.90, 7.32, 4.52], [-5.45, 4.81, 4.07], [-4.42, 4.70, 3.11], [-5.84, 5.93, 6.14], [-4.54, 5.69, 6.65], [-7.42, 6.31, 1.15], [-7.50, 5.06, 2.41], [-8.30, 6.64, 2.66], [-3.85, 5.63, 2.98], [-4.85, 4.40, 2.15], [-3.73, 3.91, 3.43], [-3.92, 6.59, 6.59], [-4.06, 4.86, 6.12], [-4.63, 5.42, 7.70], [10.45, -2.77, 0.77], [9.04, -2.82, 0.78], [8.35, -3.36, -0.71], [6.98, -2.91, -0.20], [8.63, -4.93, -0.28], [8.22, -5.39, 0.99], [7.66, -3.89, -2.20], [6.49, -4.69, -2.18], [10.81, -2.54, 1.77], [10.88, -3.73, 0.45], [10.78, -1.98, 0.08], [7.43, -4.77, 1.43], [9.08, -5.40, 1.67], [7.84, -6.41, 0.89], [5.64, -4.13, -1.78], [6.65, -5.61, -1.60], [6.25, -4.98, -3.21], [2.02, -9.22, -0.69], [2.06, -7.81, -0.83], [2.33, -7.28, -2.46], [2.58, -5.87, -1.93], [0.72, -7.48, -2.79], [-0.25, -6.91, -1.92], [2.59, -6.75, -4.09], [1.96, -5.57, -4.54], [1.73, -9.46, 0.33], [1.28, -9.65, -1.38], [3.01, -9.64, -0.90], [0.16, -6.09, -1.32], [-0.63, -7.69, -1.26], [-1.07, -6.53, -2.52], [2.33, -4.69, -4.01], [0.87, -5.64, -4.44], [2.20, -5.44, -5.60]]}

No. 3
{"formula": "C25H55N2S", "method": "wB97M-V/def2-TZVPD", "mol_weight_g_mol": 415.80, "charge": 1, "gap_ev": 6.3, "energy_ev": -40616.557, "elements": ["C", "C", "C", "S", "C", "C", "N", "C", "C", "N", "H", "H", "H", "H", "H", "H", "H", "H", "H", "H", "H", "H", "H", "C", "C", "C", "C", "C", "C", "H", "H", "H", "H", "H", "H", "H", "H", "H", "H", "H", "H", "H", "H", "C", "C", "C", "C", "C", "C", "H", "H", "H", "H", "H", "H", "H", "H", "H", "H", "H", "H", "H", "H", "C", "C", "C", "C", "C", "C", "H", "H", "H", "H", "H", "H", "H", "H", "H", "H", "H", "H", "H", "H"], "positions_angstrom": [[0.62, 0.93, 3.55], [-0.16, 1.62, 2.47], [-0.81, 0.59, 1.31], [-2.50, 0.09, 2.00], [-2.83, -1.76, 1.73], [-4.01, -2.16, 2.84], [-3.71, -2.01, 4.18], [-3.90, 0.98, 1.05], [-4.80, 1.74, 2.24], [-6.10, 2.13, 2.09], [0.05, 0.51, 4.50], [1.78, 0.79, 3.44], [-0.38, 2.77, 2.42], [-0.10, -0.36, 1.20], [-0.90, 1.16, 0.27], [-1.86, -2.41, 1.96], [-3.20, -1.92, 0.61], [-5.07, -2.51, 2.49], [-2.74, -1.66, 4.33], [-4.55, 0.13, 0.56], [-3.43, 1.73, 0.28], [-4.27, 1.91, 3.28], [-6.36, 2.54, 3.04], [-6.30, 3.01, -1.15], [-6.20, 4.51, -0.99], [-6.15, 5.27, -2.32], [-4.94, 4.95, -3.20], [-3.57, 5.20, -2.56], [-3.34, 6.66, -2.19], [-5.42, 2.60, -1.66], [-6.37, 2.52, -0.17], [-7.19, 2.73, -1.73], [-5.33, 4.76, -0.37], [-7.08, 4.86, -0.43], [-6.18, 6.34, -2.11], [-7.06, 5.04, -2.89], [-5.02, 5.55, -4.12], [-4.99, 3.91, -3.53], [-2.79, 4.89, -3.27], [-3.45, 4.57, -1.67], [-3.42, 7.30, -3.07], [-2.34, 6.79, -1.77], [-4.06, 7.01, -1.45], [3.06, 0.82, -0.33], [2.24, 0.81, -1.61], [1.42, -0.48, -1.79], [2.24, -1.77, -1.90], [3.27, -1.79, -3.04], [2.64, -1.68, -4.42], [3.80, 0.02, -0.31], [3.59, 1.78, -0.23], [2.41, 0.71, 0.55], [2.90, 0.97, -2.47], [1.55, 1.66, -1.59], [0.79, -0.37, -2.68], [0.73, -0.58, -0.94], [1.55, -2.61, -2.03], [2.76, -1.95, -0.96], [3.82, -2.73, -2.99], [4.01, -0.99, -2.91], [1.92, -2.49, -4.59], [3.41, -1.74, -5.19], [2.11, -0.73, -4.55], [5.58, -6.95, 1.55], [5.75, -5.74, 0.65], [6.62, -4.64, 1.27], [6.07, -4.02, 2.56], [4.67, -3.40, 2.44], [4.62, -2.24, 1.46], [5.06, -6.70, 2.47], [4.99, -7.72, 1.04], [6.55, -7.39, 1.80], [4.77, -5.34, 0.37], [6.23, -6.07, -0.29], [6.78, -3.86, 0.52], [7.61, -5.06, 1.49], [6.77, -3.25, 2.90], [6.05, -4.78, 3.35], [4.37, -3.04, 3.43], [3.94, -4.16, 2.15], [5.31, -1.45, 1.76], [3.61, -1.81, 1.44], [4.86, -2.55, 0.44]]}

No. 4
{"formula": "C25H56Br16O9S3", "method": "wB97M-V/def2-TZVPD", "mol_weight_g_mol": 1875.38, "smiles": "CCOS(C)(=O)=O.CCOS(C)(=O)=O.CCOS(C)(=O)=O.BrCCBr.BrCCBr.BrCCBr.BrCCBr.BrCCBr.BrCCBr.BrCCBr.BrCCBr", "gap_ev": 10.2, "energy_ev": -1198445.325, "elements": ["C", "C", "O", "S", "C", "O", "O", "H", "H", "H", "H", "H", "H", "H", "H", "C", "C", "O", "S", "C", "O", "O", "H", "H", "H", "H", "H", "H", "H", "H", "C", "C", "O", "S", "C", "O", "O", "H", "H", "H", "H", "H", "H", "H", "H", "Br", "C", "C", "Br", "H", "H", "H", "H", "Br", "C", "C", "Br", "H", "H", "H", "H", "Br", "C", "C", "Br", "H", "H", "H", "H", "Br", "C", "C", "Br", "H", "H", "H", "H", "Br", "C", "C", "Br", "H", "H", "H", "H", "Br", "C", "C", "Br", "H", "H", "H", "H", "Br", "C", "C", "Br", "H", "H", "H", "H", "Br", "C", "C", "Br", "H", "H", "H", "H"], "positions_angstrom": [[0.88, -4.58, 5.51], [2.32, -4.43, 5.05], [2.35, -4.63, 3.57], [3.80, -4.75, 3.00], [3.31, -4.67, 1.28], [4.47, -3.57, 3.36], [4.41, -5.99, 3.37], [0.37, -5.45, 5.13], [0.24, -3.76, 5.28], [0.94, -4.56, 6.58], [2.79, -3.46, 5.14], [2.93, -5.17, 5.52], [2.46, -4.01, 1.34], [3.12, -5.63, 0.95], [4.10, -4.20, 0.68], [0.66, 1.76, -0.55], [-0.63, 1.04, -0.33], [-0.79, -0.11, -1.13], [-0.11, -1.42, -0.68], [1.38, -1.64, -1.57], [0.17, -1.23, 0.73], [-1.06, -2.46, -1.01], [0.45, 2.79, -0.19], [0.89, 1.96, -1.58], [1.48, 1.46, 0.09], [-0.68, 0.72, 0.72], [-1.50, 1.69, -0.59], [1.18, -1.11, -2.50], [1.60, -2.71, -1.68], [2.12, -1.11, -0.90], [-0.51, 6.34, 3.94], [-1.39, 5.15, 4.10], [-2.02, 4.82, 2.81], [-1.61, 3.39, 2.31], [-2.45, 2.27, 3.33], [-2.13, 3.33, 0.95], [-0.19, 3.17, 2.48], [-1.11, 7.18, 3.49], [0.38, 6.11, 3.41], [-0.28, 6.72, 4.95], [-0.79, 4.29, 4.42], [-2.12, 5.34, 4.84], [-3.48, 2.56, 3.26], [-1.94, 2.30, 4.28], [-2.25, 1.26, 3.04], [0.27, 4.42, -3.72], [-1.31, 4.00, -2.69], [-2.20, 3.02, -3.42], [-3.57, 2.38, -2.20], [-1.80, 4.98, -2.46], [-0.84, 3.53, -1.79], [-1.80, 2.08, -3.71], [-2.63, 3.54, -4.26], [1.93, 8.33, 1.23], [1.28, 6.62, 0.41], [0.01, 6.93, -0.41], [-1.50, 7.46, 0.56], [1.11, 5.87, 1.18], [2.08, 6.33, -0.25], [-0.31, 6.04, -0.94], [0.26, 7.71, -1.15], [3.77, 3.95, -5.48], [3.88, 2.47, -4.26], [4.04, 3.08, -2.88], [4.24, 1.75, -1.47], [4.61, 1.80, -4.62], [2.89, 2.03, -4.21], [3.05, 3.45, -2.60], [4.80, 3.82, -2.93], [-1.28, -3.23, -7.74], [-0.37, -2.14, -6.49], [-0.98, -0.73, -6.39], [-0.10, 0.25, -4.95], [0.63, -2.04, -6.92], [-0.35, -2.69, -5.54], [-1.97, -0.72, -5.99], [-0.83, -0.17, -7.34], [0.42, 0.54, 4.45], [1.55, 0.66, 2.87], [2.48, -0.55, 2.73], [3.61, -0.12, 1.16], [1.94, 1.69, 3.07], [0.88, 0.73, 1.99], [1.87, -1.43, 2.58], [3.09, -0.70, 3.57], [1.33, -7.13, -1.24], [-0.14, -5.77, -1.48], [-0.64, -5.77, -2.87], [0.52, -4.75, -4.04], [0.25, -4.79, -1.20], [-0.96, -6.11, -0.78], [-1.56, -5.20, -2.98], [-0.68, -6.79, -3.33], [-4.14, -4.92, 3.73], [-3.46, -3.75, 2.27], [-2.03, -3.32, 2.37], [-0.78, -4.83, 2.12], [-4.05, -2.85, 2.30], [-3.67, -4.20, 1.31], [-1.82, -2.87, 3.31], [-1.69, -2.57, 1.64], [-3.64, -3.37, -3.69], [-3.89, -2.53, -1.96], [-3.91, -1.02, -2.04], [-4.17, -0.24, -0.28], [-3.06, -2.92, -1.38], [-4.89, -2.85, -1.66], [-4.62, -0.70, -2.80], [-2.94, -0.68, -2.49]]}

No. 5
{"formula": "C25H56BrNP", "method": "wB97M-V/def2-TZVPD", "mol_weight_g_mol": 481.61, "charge": 1, "gap_ev": 8.3, "energy_ev": -107651.055, "elements": ["Br", "C", "C", "C", "C", "P", "C", "C", "C", "C", "C", "C", "C", "C", "C", "C", "C", "C", "H", "H", "H", "H", "H", "H", "H", "H", "H", "H", "H", "H", "H", "H", "H", "H", "H", "H", "H", "H", "H", "H", "H", "H", "H", "H", "H", "H", "H", "H", "H", "H", "H", "H", "H", "H", "C", "C", "C", "C", "N", "C", "C", "C", "C", "C", "H", "H", "H", "H", "H", "H", "H", "H", "H", "H", "H", "H", "H", "H", "H", "H", "H", "H", "H", "H"], "positions_angstrom": [[-1.35, 0.37, 1.89], [0.85, -1.57, -5.88], [-0.59, -1.07, -5.94], [-1.19, -0.81, -4.56], [-0.72, 0.49, -3.91], [-0.89, 0.58, -2.11], [-2.59, 0.26, -1.67], [-3.66, 1.10, -2.37], [-5.00, 0.40, -2.47], [-6.04, 1.24, -3.20], [0.15, -0.69, -1.39], [1.53, -0.93, -1.98], [2.30, -1.92, -1.11], [3.73, -2.16, -1.58], [-0.38, 2.18, -1.47], [-1.02, 3.41, -2.08], [-0.73, 4.69, -1.28], [-1.65, 5.82, -1.73], [0.89, -2.60, -5.49], [1.45, -1.02, -5.15], [1.38, -1.51, -6.82], [-1.18, -1.88, -6.37], [-0.66, -0.22, -6.63], [-0.93, -1.64, -3.89], [-2.28, -0.83, -4.60], [-1.22, 1.37, -4.33], [0.33, 0.70, -4.11], [-2.62, 0.42, -0.58], [-2.79, -0.81, -1.83], [-3.31, 1.34, -3.39], [-3.79, 2.05, -1.86], [-5.36, 0.11, -1.48], [-4.88, -0.56, -2.99], [-7.05, 0.86, -3.04], [-5.79, 1.33, -4.25], [-6.06, 2.25, -2.77], [-0.42, -1.62, -1.53], [0.13, -0.50, -0.31], [2.12, -0.01, -2.04], [1.53, -1.36, -2.99], [1.71, -2.84, -1.02], [2.32, -1.51, -0.09], [4.21, -2.87, -0.91], [4.28, -1.22, -1.54], [3.76, -2.54, -2.60], [0.71, 2.27, -1.54], [-0.61, 2.03, -0.40], [-2.11, 3.31, -2.16], [-0.73, 3.54, -3.12], [0.31, 4.97, -1.38], [-0.99, 4.44, -0.24], [-2.67, 5.67, -1.39], [-1.60, 5.93, -2.82], [-1.34, 6.77, -1.29], [2.01, 1.49, 6.69], [0.62, 0.94, 6.34], [0.62, 0.03, 5.13], [1.32, -1.29, 5.36], [1.32, -2.18, 4.16], [2.33, -3.28, 4.37], [3.68, -2.72, 3.95], [3.36, -1.44, 3.12], [1.85, -1.57, 2.90], [-0.03, -2.73, 3.89], [2.24, 2.33, 6.03], [2.84, 0.78, 6.67], [1.97, 1.94, 7.68], [-0.08, 1.75, 6.12], [0.22, 0.48, 7.24], [1.13, 0.58, 4.33], [-0.38, -0.10, 4.71], [0.87, -1.84, 6.18], [2.37, -1.12, 5.60], [2.05, -4.08, 3.68], [2.25, -3.71, 5.37], [4.26, -3.43, 3.36], [4.32, -2.41, 4.78], [3.81, -1.48, 2.13], [3.61, -0.55, 3.69], [1.68, -2.26, 2.07], [1.35, -0.65, 2.59], [-0.69, -1.91, 3.65], [-0.41, -3.20, 4.80], [-0.01, -3.55, 3.17]]}